Below is C28H25Cl6F3N4OSTi as an isolated structure, with properties calculated with wB97M-V/def2-TZVPD.

Cartesian coordinates (Å):
Ti 0.432 0.574 0.200
F -4.387 -0.920 -1.133
C -4.583 0.251 -0.514
F -4.637 0.017 0.804
F -5.748 0.751 -0.905
C -3.448 1.200 -0.824
C -3.638 2.386 -1.513
C -2.557 3.222 -1.790
C -1.303 2.851 -1.360
N -1.124 1.701 -0.687
C -2.153 0.878 -0.439
S -1.546 -0.597 0.318
H -4.634 2.656 -1.839
H -2.695 4.145 -2.334
H -0.422 3.454 -1.535
Cl 1.311 -2.270 2.476
C 1.736 -2.284 0.808
C 1.237 -1.290 -0.026
C 1.528 -1.369 -1.372
Cl 0.769 -0.130 -2.356
C 2.337 -2.343 -1.938
Cl 2.665 -2.353 -3.608
C 2.855 -3.315 -1.074
Cl 3.854 -4.538 -1.699
C 2.546 -3.293 0.301
Cl 3.166 -4.502 1.333
C 1.163 4.956 5.869
C 0.971 3.876 6.944
C 1.669 4.373 8.219
C -0.527 3.751 7.243
C 1.574 2.487 6.527
O 1.512 1.574 7.631
C 3.069 2.622 6.123
C 3.707 1.569 5.215
C 3.561 1.784 3.723
C 3.801 0.725 2.849
C 3.533 0.834 1.487
C 3.044 2.046 1.035
Cl 2.382 2.147 -0.615
C 2.896 3.157 1.840
C 3.170 3.014 3.187
C 0.648 1.628 5.619
N 0.431 1.878 4.187
C 0.713 1.018 3.228
N 0.262 1.488 2.060
C -0.310 2.692 2.407
N -0.234 2.937 3.680
H 0.564 5.827 6.137
H 0.829 4.634 4.884
H 2.197 5.302 5.802
H 1.331 5.387 8.432
H 2.756 4.413 8.120
H 1.412 3.779 9.099
H -0.874 4.659 7.737
H -0.738 2.913 7.911
H -1.119 3.640 6.332
H 1.856 2.010 8.418
H 3.608 2.592 7.069
H 3.277 3.614 5.731
H 3.341 0.570 5.469
H 4.778 1.530 5.433
H 4.164 -0.219 3.239
H 3.706 0.007 0.811
H 2.546 4.097 1.434
H 3.021 3.872 3.825
H -0.338 1.617 6.075
H 1.033 0.611 5.657
H 1.208 0.078 3.384
H -0.789 3.352 1.702

Summary:
energy above the lowest of the compared OMol25 structures with the same formula, charge and spin: 0.0 kJ/mol
orbital gap: 0.2503 Ha
highest occupied orbital energy: -0.5392 Eh
net charge: +2

Below is C28H25IrN7OS2 as an isolated structure, with properties calculated with wB97M-V/def2-TZVPD.

Cartesian coordinates (Å):
Ir -2.169 -0.146 0.786
C -2.564 1.596 5.741
C -1.947 0.350 5.699
C -1.335 -0.088 4.535
C -1.361 0.732 3.407
C -1.981 1.980 3.440
C -2.575 2.411 4.617
N -0.802 0.284 2.179
C 0.529 -0.059 2.099
C 1.386 0.425 3.111
C 2.736 0.134 3.136
C 3.276 -0.649 2.130
C 2.468 -1.108 1.096
C 1.106 -0.830 1.025
N 0.512 -1.354 -0.117
N -0.787 -1.165 -0.217
C -1.571 -1.663 -1.227
C -1.301 -2.470 -2.322
C -2.383 -2.796 -3.118
C -3.665 -2.326 -2.819
C -3.850 -1.522 -1.714
N -2.814 -1.197 -0.938
H -3.022 1.938 6.659
H -1.934 -0.278 6.580
H -0.844 -1.051 4.487
H -1.954 2.610 2.559
H -3.033 3.390 4.661
H 0.970 1.064 3.875
H 3.357 0.525 3.930
H 4.329 -0.896 2.132
H 2.886 -1.714 0.304
H -0.298 -2.823 -2.512
H -2.237 -3.427 -3.984
H -4.510 -2.583 -3.440
H -4.816 -1.120 -1.443
N -3.707 -1.960 2.490
N -4.539 -0.847 2.314
C -4.047 0.173 1.631
N -4.789 1.256 1.480
S -2.044 2.018 -0.595
H -4.151 -2.791 2.118
H -3.503 -2.086 3.475
H -5.460 -0.842 2.737
H -5.710 1.361 1.884
H -4.435 2.042 0.963
C 6.293 -1.002 -5.842
C 6.251 -0.252 -4.551
O 6.563 -0.644 -3.477
S 5.642 1.517 -4.749
C 4.143 1.478 -3.907
C 3.693 0.423 -3.079
C 2.488 0.515 -2.444
C 1.670 1.667 -2.599
C 2.133 2.728 -3.424
C 3.336 2.635 -4.053
C 0.458 1.763 -1.943
C -0.621 1.848 -1.355
H 6.757 -1.972 -5.687
H 6.840 -0.424 -6.588
H 5.271 -1.115 -6.210
H 4.316 -0.443 -2.915
H 2.137 -0.282 -1.801
H 1.521 3.613 -3.534
H 3.689 3.448 -4.675

Summary:
energy above the lowest of the compared OMol25 structures with the same formula, charge and spin: 123.0 kJ/mol
spin multiplicity: 6
orbital gap (spin up / spin down): 0.2676 / 0.1880 Ha
highest occupied orbital energy (spin up / spin down): -0.4396 / -0.4866 Eh
expectation value of S²: 8.823
net charge: +2

Below is a 2-piece molecular cluster, C28H25N3 overall in a non-equilibrium geometry, with properties calculated with wB97M-V/def2-TZVPD.

Cartesian coordinates (Å):
C 1.191 3.427 -0.808
C -0.062 2.890 -0.200
C -0.965 2.164 -1.003
N -1.686 1.505 -1.667
C -0.508 3.334 1.085
C 0.390 3.959 2.005
C -0.053 4.422 3.235
C -1.405 4.326 3.593
C -1.833 4.759 4.895
N -2.172 5.097 5.963
C -2.291 3.693 2.716
C -1.865 3.201 1.491
H 1.996 3.550 -0.073
H 1.556 2.738 -1.574
H 1.020 4.399 -1.307
H 1.447 4.048 1.736
H 0.662 4.862 3.930
H -3.328 3.581 3.021
H -2.581 2.709 0.834
C 0.624 -0.679 2.792
C -0.164 -1.319 1.728
N -1.053 -2.320 1.978
C -1.473 -2.746 3.307
C -1.593 -2.808 0.780
C -0.963 -2.112 -0.282
C -1.255 -2.484 -1.591
C -2.163 -3.538 -1.814
C -2.785 -4.211 -0.744
C -2.501 -3.847 0.580
C -0.053 -1.135 0.322
C 0.782 -0.239 -0.349
C 1.523 -0.643 -1.494
C 1.748 -2.011 -1.853
C 2.268 -2.315 -3.105
C 2.594 -1.295 -4.013
C 2.978 -1.645 -5.413
C 2.552 0.044 -3.602
C 2.120 0.340 -2.324
H 1.467 -0.172 2.304
H 0.046 0.080 3.348
H 0.985 -1.434 3.514
H -2.271 -3.485 3.199
H -0.634 -3.197 3.861
H -1.865 -1.883 3.866
H -0.791 -1.935 -2.414
H -2.391 -3.833 -2.840
H -3.464 -5.041 -0.949
H -2.924 -4.373 1.435
H 0.917 0.769 0.040
H 1.537 -2.809 -1.135
H 2.418 -3.351 -3.417
H 3.214 -0.752 -5.997
H 3.854 -2.303 -5.439
H 2.163 -2.173 -5.924
H 2.844 0.839 -4.294
H 2.193 1.347 -1.934

Summary:
orbital gap: 0.1247 Ha
highest occupied orbital energy: -0.2106 Eh
net charge: 0

Below is C28H26BrN4O4Ru as an isolated structure in a non-equilibrium geometry, with properties calculated with wB97M-V/def2-TZVPD.

Cartesian coordinates (Å):
Ru -0.141 0.326 0.002
O -4.018 -1.705 -0.670
C -4.120 -2.291 0.476
C -5.135 -3.296 0.594
C -5.231 -4.009 1.748
C -4.331 -3.742 2.799
C -3.356 -2.710 2.707
C -3.239 -1.956 1.584
C -2.336 -0.748 1.436
O -1.789 -0.689 0.120
N -1.218 -0.781 2.363
N -0.283 0.174 2.011
C 0.990 -0.181 2.126
C 2.126 0.710 1.906
Br 2.115 1.444 0.121
C 3.182 0.881 2.705
C 3.295 0.323 4.043
C 2.181 0.141 4.872
C 2.340 -0.381 6.145
C 3.607 -0.720 6.595
C 4.721 -0.527 5.786
C 4.571 0.010 4.521
H -3.199 -1.130 -0.678
H -5.774 -3.474 -0.262
H -5.979 -4.783 1.860
H -4.384 -4.332 3.705
H -2.721 -2.548 3.568
H -2.944 0.156 1.582
H -1.380 -0.838 3.360
H 1.213 -1.166 2.539
H 4.027 1.447 2.325
H 1.203 0.489 4.558
H 1.487 -0.489 6.800
H 3.733 -1.112 7.596
H 5.708 -0.780 6.150
H 5.439 0.167 3.892
O -1.375 1.789 -6.611
C -0.677 0.608 -6.307
C -0.551 0.520 -4.813
C 0.176 -0.505 -4.211
C 0.273 -0.547 -2.843
N -0.316 0.378 -2.061
C -1.034 1.372 -2.625
C -1.161 1.463 -3.994
C -1.624 2.352 -1.678
C -2.474 3.362 -2.074
C -2.944 4.272 -1.131
C -3.851 5.397 -1.541
O -4.205 5.197 -2.887
C -2.535 4.122 0.191
C -1.703 3.078 0.526
N -1.256 2.205 -0.389
H -1.435 1.897 -7.566
H 0.327 0.586 -6.742
H -1.203 -0.289 -6.654
H 0.672 -1.265 -4.802
H 0.833 -1.329 -2.346
H -1.714 2.269 -4.452
H -2.784 3.470 -3.102
H -3.305 6.336 -1.392
H -4.718 5.413 -0.874
H -4.841 5.865 -3.161
H -2.860 4.813 0.959
H -1.367 2.930 1.544

Summary:
energy above the lowest of the compared OMol25 structures with the same formula, charge and spin: 123.0 kJ/mol
spin multiplicity: 5
orbital gap (spin up / spin down): 0.2485 / 0.1863 Ha
highest occupied orbital energy (spin up / spin down): -0.5980 / -0.5972 Eh
expectation value of S²: 6.052
net charge: +3